1.
C3H8O3Si | ωB97M-V/def2-TZVPD

The geometry in XYZ format:
```
15
Properties=species:S:1:pos:R:3:forces:R:3:lowdin_charge:R:1
Si 2.95614 0.11178 0.07204 0.371 -0.121 -0.584 0.2724
O 3.61468 0.02602 1.42209 -0.086 0.293 0.502 -0.2720
O 2.34214 1.39049 -0.72067 0.429 0.277 -0.213 -0.0970
O 2.87114 -1.17412 -0.89245 0.180 -0.319 -1.093 -0.0901
C -2.48716 -0.11808 0.34269 0.464 0.505 -0.411 -0.2615
C -1.39405 -1.11690 0.39477 -2.389 -2.398 -0.817 -0.1157
C -2.28490 1.18455 0.15361 -4.901 -0.305 1.221 -0.0077
H -1.32497 -1.65356 -0.57273 0.319 0.545 0.131 0.0831
H -1.33100 1.49185 0.01326 2.765 1.422 -0.359 0.0034
H -0.55105 -0.54315 0.60201 2.077 -0.102 0.793 0.0339
H -3.16940 1.94039 0.28396 1.962 -1.453 -0.623 0.0962
H -1.75546 -2.00233 1.03814 1.311 1.639 -0.142 0.1081
H -3.41672 -0.59300 0.46167 -1.587 0.160 0.206 0.0716
H 2.84930 2.21839 -0.74706 -0.415 -0.340 0.316 0.0816
H 3.08132 -1.16233 -1.85132 -0.500 0.198 1.074 0.0938
```
Forces are in eV/Å.

Orbital gap ... 9.20 eV
SMILES ... O=[Si](O)O.C=CC
Charge ... 0
Largest force on an atom ... 5.06 eV Å⁻¹
Total energy ... -17261.906 eV
HOMO energy ... -0.350 Ha


2.
C6H12N2O | ωB97M-V/def2-TZVPD

The geometry in XYZ format:
```
21
Properties=species:S:1:pos:R:3:forces:R:3:lowdin_charge:R:1
O -2.14892 -1.58990 -1.36080 0.046 0.119 0.560 -0.0819
N 2.40137 0.50039 0.97942 0.140 -0.080 0.820 0.0168
N -2.65271 -0.28304 -1.36192 -0.285 0.059 -1.187 -0.0294
C 1.12868 -1.27458 -0.04436 -0.002 0.120 -0.095 -0.0479
C 1.45706 0.18675 0.01415 -0.419 -0.099 -0.483 -0.4556
C -2.65312 0.32798 -0.25907 0.202 -0.314 0.407 -0.2330
C 3.38606 1.24782 0.77324 0.274 0.155 -0.246 -0.0331
C 0.82687 1.11997 -0.69677 0.053 0.052 0.025 0.0490
C -2.18500 -0.15458 1.06838 0.064 -0.246 -0.099 -0.0645
H -2.04105 -1.23174 1.04768 0.019 -0.019 0.107 0.0699
H 1.02243 -1.66435 0.96571 -0.011 -0.053 0.067 0.0797
H -2.28070 -1.88812 -2.27061 -0.052 0.282 0.203 0.0939
H 3.64232 1.68026 -0.19852 -0.123 -0.062 -0.121 0.0826
H -2.90577 0.11139 1.83868 -0.020 0.000 0.060 0.0742
H 1.94096 -1.81768 -0.52722 0.067 -0.086 0.005 0.0806
H 0.01357 0.87287 -1.35491 -0.124 -0.160 -0.166 0.0478
H 4.03980 1.47725 1.60308 0.144 0.088 0.154 0.0652
H -3.04118 1.33579 -0.32814 -0.059 0.092 -0.117 0.1075
H -1.23510 0.32352 1.30832 0.060 0.023 0.065 0.0699
H 1.07317 2.16389 -0.59730 0.077 0.185 0.107 0.0570
H 0.21125 -1.44388 -0.59905 -0.051 -0.054 -0.067 0.0514
```
Forces are in eV/Å.

Orbital gap ... 9.81 eV
SMILES ... C=NC(=C)C.C/C=N\O
Charge ... 0
Largest force on an atom ... 1.22 eV Å⁻¹
Total energy ... -11441.309 eV
HOMO energy ... -0.326 Ha